9
Properties=species:S:1:pos:R:3 method="wB97M-V/def2-TZVPD" total_charge=0 e_lumo_ev=0.94 smiles=CC[SeH] spin_multiplicity=1 molar_mass_g_mol=109.0 total_energy_ev=-67516.5996
C 0.85391 -0.44144 0.22656
C -0.30643 0.69511 0.04965
Se -2.07763 -0.06165 -0.02353
H 0.61231 -1.02738 1.05912
H 0.92117 -1.02470 -0.63413
H 1.77473 0.15187 0.31943
H 0.05466 1.38727 -0.85306
H -0.09840 1.25876 0.94270
H -1.73433 -0.93785 -1.08674

10
Properties=species:S:1:pos:R:3 method="wB97M-V/def2-TZVPD" total_charge=0 e_lumo_ev="-0.80 / -0.68" spin_multiplicity=1 molar_mass_g_mol=86.2 total_energy_ev=-17921.3240
C -0.04847 1.39179 0.05631
C -0.04904 -1.35396 0.17946
Si -1.35613 0.01387 -0.24242
Si 1.26829 0.03450 -0.25806
H -0.05889 2.05371 1.00477
H 0.09796 -2.03509 1.08632
H -2.54176 -0.07291 0.69332
H -1.42054 -0.25623 -1.76568
H 1.88857 0.37900 -1.58428
H 2.22000 -0.15468 0.83027